(1)
Below is a structure of composition C37H37Br4N4O5SV at a distorted geometry, with properties calculated with the ωB97M-V functional and the def2-TZVPD basis.

Computed properties:
highest occupied orbital energy (alpha / beta)	-4.3 / -4.3	eV
multiplicity	2
HOMO-LUMO gap (alpha / beta)	0.2284 / 0.2284	Ha
ΔE to the lowest compared entry with this formula, charge and spin	2.0567	eV
max |F|	2.7	eV/Å
expectation value of S²	0.764
net charge	-1

Last column: Mulliken spin population.
Positions of all 89 atoms, in Å:
Br: 3.111 0.568 4.818  0.000
Br: 1.090 1.337 7.342  0.000
Br: -3.266 1.273 3.622  0.000
Br: -2.143 1.707 6.727  0.000
V: -0.408 -0.511 -0.737  1.109
S: 2.174 3.085 0.850  -0.002
O: 3.038 -0.881 1.075  -0.010
O: 1.898 3.869 2.088  0.000
O: 0.737 -0.660 0.392  -0.104
O: 1.750 0.423 2.260  -0.009
O: -1.083 0.574 1.772  0.023
N: 0.193 0.724 -2.270  0.001
N: -2.228 0.553 -0.619  -0.033
N: 0.466 -1.754 -2.083  -0.021
N: -1.813 -1.934 -0.593  -0.029
C: -5.847 -0.113 -0.874  -0.010
C: -3.313 -0.153 -0.728  -0.023
C: 0.741 -1.314 -3.286  0.007
C: 2.820 4.304 -0.324  0.000
C: 1.426 -1.921 -5.662  -0.003
C: 0.717 -4.142 4.042  0.000
C: 0.678 -3.138 -1.695  0.001
C: 2.406 -2.747 3.050  -0.001
C: -3.972 -2.477 -1.523  0.028
C: 1.426 -1.972 2.445  -0.005
C: -0.630 -3.906 -1.564  0.010
C: 0.085 -2.285 2.645  0.000
C: 1.810 0.511 -5.631  -0.004
C: -3.056 -1.597 -0.943  -0.005
C: -0.266 -3.367 3.440  0.001
C: -2.807 2.868 -1.396  -0.010
C: -1.462 -3.337 -0.421  0.003
C: -1.428 1.105 4.037  0.000
C: -5.315 -2.305 -1.871  -0.013
C: 1.254 0.795 4.530  -0.001
C: -0.597 0.770 2.922  0.010
C: -6.175 -1.274 -1.593  0.024
C: -2.314 1.966 -0.259  0.035
C: 0.225 2.178 -2.140  0.030
C: 1.321 0.902 -4.394  0.010
C: -0.949 1.270 5.323  0.000
C: 2.054 -3.829 3.847  0.000
C: 0.722 0.169 -3.351  -0.007
C: -0.796 2.916 -3.012  -0.005
C: -4.627 0.361 -0.485  0.023
C: 3.742 2.218 1.094  -0.001
C: 1.931 -0.784 1.615  0.004
C: 0.792 0.642 3.239  -0.004
C: -2.260 2.544 -2.784  0.007
C: 1.837 -0.727 -6.243  0.008
C: 0.410 1.117 5.595  0.001
C: 0.976 -2.178 -4.387  0.007
H: 1.175 -3.113 -0.720  -0.011
H: -1.313 -3.593 3.603  0.000
H: 2.213 1.328 -6.222  0.000
H: -3.898 2.833 -1.441  0.000
H: -2.544 3.899 -1.136  0.000
H: -0.872 -3.412 0.496  -0.010
H: 3.441 -2.478 2.887  0.000
H: -5.746 -3.146 -2.405  -0.001
H: -2.364 -3.931 -0.261  0.000
H: 1.413 1.962 -4.208  0.002
H: 1.366 -3.630 -2.383  -0.001
H: 2.007 4.982 -0.583  0.000
H: 2.826 -4.423 4.322  0.000
H: -4.644 1.291 0.067  0.003
H: -2.857 3.085 -3.523  0.000
H: 3.816 2.076 2.171  0.000
H: -0.664 3.989 -2.834  0.000
H: 0.748 -3.216 -4.192  0.001
H: 2.216 -0.772 -7.256  0.001
H: -0.563 2.741 -4.064  0.000
H: 0.079 2.416 -1.092  -0.016
H: -0.683 -1.664 2.198  0.006
H: -0.405 -4.953 -1.343  0.000
H: 4.575 2.811 0.720  0.000
H: -1.337 2.267 0.103  -0.025
H: -1.186 -3.871 -2.507  -0.002
H: 1.490 -2.798 -6.300  0.000
H: 3.689 1.228 0.640  0.000
H: -2.947 2.069 0.624  0.001
H: 3.621 4.855 0.169  0.000
H: 1.231 2.546 -2.369  0.001
H: -7.206 -1.384 -1.907  0.002
H: 0.441 -4.981 4.670  0.000
H: -6.686 0.519 -0.601  -0.001
H: -3.567 -3.447 -1.781  0.006
H: 3.188 3.801 -1.219  0.000
H: -2.403 1.481 -2.998  0.002

Atomic forces in eV per Å
Br 0.04 -0.01 0.00
Br 0.02 0.00 0.03
Br -0.05 0.00 -0.01
Br -0.01 0.00 0.01
V 0.57 -0.01 0.46
S 0.14 0.10 0.12
O -0.54 -0.13 -0.48
O -0.01 -0.01 -0.06
O -0.99 -0.07 -1.36
O -0.96 1.19 0.27
O 0.09 0.16 0.08
N 0.09 0.04 0.00
N 0.05 0.03 -0.13
N -0.21 0.03 0.04
N -0.04 -0.12 0.07
C -0.01 -0.02 -0.01
C -0.02 -0.04 0.04
C 0.01 0.03 -0.04
C -0.08 -0.06 -0.06
C 0.02 0.02 -0.02
C -0.07 -0.01 0.00
C 0.04 -0.01 -0.01
C 0.00 -0.02 0.02
C 0.04 -0.07 0.06
C -0.27 -0.02 -0.40
C -0.01 0.02 0.00
C 0.03 0.06 0.05
C 0.00 0.02 0.01
C -0.07 0.07 -0.09
C 0.02 -0.01 0.03
C 0.02 0.05 -0.01
C -0.02 0.01 -0.04
C 0.09 -0.05 -0.01
C -0.01 0.01 0.03
C 0.03 0.11 0.10
C -0.12 0.00 -0.13
C -0.01 0.01 0.00
C 0.00 -0.02 0.07
C -0.05 -0.03 -0.06
C 0.02 -0.02 -0.01
C 0.06 0.02 0.05
C 0.06 0.04 -0.02
C -0.03 -0.05 0.01
C 0.00 0.02 0.06
C 0.05 -0.03 0.01
C -0.01 -0.02 0.01
C 1.95 -0.99 1.51
C 0.21 -0.21 -0.03
C 0.04 -0.01 0.00
C 0.00 -0.03 -0.01
C -0.09 -0.02 -0.04
C -0.01 0.05 0.05
H 0.00 0.01 0.00
H 0.00 -0.01 -0.01
H 0.00 0.00 0.00
H 0.00 -0.04 -0.02
H -0.03 0.00 0.01
H 0.01 0.00 -0.01
H 0.00 -0.04 -0.01
H 0.00 0.00 0.00
H 0.01 -0.01 0.01
H 0.00 0.00 0.00
H -0.01 -0.02 0.00
H -0.02 -0.02 0.00
H 0.00 0.00 -0.01
H 0.01 0.01 -0.02
H 0.00 0.00 -0.01
H -0.02 0.01 -0.01
H 0.00 -0.01 0.01
H -0.01 0.00 0.00
H 0.00 0.00 0.00
H 0.01 0.02 -0.02
H -0.02 0.01 0.00
H 0.00 -0.02 -0.04
H -0.01 -0.01 -0.02
H 0.02 0.02 0.04
H 0.01 -0.03 -0.02
H 0.00 0.00 0.01
H 0.00 0.00 0.00
H 0.00 0.04 -0.03
H 0.00 0.04 -0.01
H 0.00 0.01 0.00
H 0.01 0.00 -0.01
H 0.00 0.00 0.01
H 0.00 0.00 -0.01
H 0.00 0.00 -0.01
H 0.01 0.01 -0.03
H 0.02 -0.01 0.00
H 0.00 0.00 0.01

---

(2)
Below is the molecule C2H7NO at a distorted geometry, with properties calculated with the ωB97M-V functional and the def2-TZVPD basis.

Computed properties:
highest occupied orbital energy	-9.6	eV
structure (SMILES)	CNCO
HOMO-LUMO gap	0.3844	Ha
ΔE to the lowest compared entry with this formula, charge and spin	1.7905	eV
max |F|	3.5	eV/Å

Last column: Mulliken charge in e.
Positions of all 11 atoms, in Å:
O: 1.238 1.150 -0.422  -0.500
N: -0.671 -0.861 -0.154  -0.345
C: -0.661 -0.747 1.247  -0.904
C: -0.079 0.459 -0.732  -0.434
H: -1.392 -0.063 1.728  0.274
H: -0.752 -1.641 1.770  0.373
H: -0.041 -1.662 -0.361  0.279
H: -0.757 1.359 -0.537  0.247
H: 0.295 -0.317 1.573  0.327
H: 0.011 0.327 -1.894  0.350
H: 1.872 0.558 -0.915  0.331

Atomic forces in eV per Å
O -0.53 -3.30 -0.46
N 2.05 2.00 -2.02
C 0.68 2.42 2.43
C -0.55 0.96 -2.61
H -0.12 -0.25 -0.92
H -0.33 -1.93 0.55
H -0.51 0.92 -0.36
H 0.38 -1.85 -0.04
H 0.11 -0.11 0.30
H -0.63 -0.05 2.16
H -0.56 1.19 0.97

---

(3)
Below is the molecule C16H18N2OS, with properties calculated with the ωB97M-V functional and the def2-TZVPD basis.

Computed properties:
highest occupied orbital energy	-9.0	eV
structure (SMILES)	CCCSC1=C(C#N)[C@H](c2ccccc2C)CC(=O)N1
HOMO-LUMO gap	0.3397	Ha
ΔE to the lowest compared entry with this formula, charge and spin	0.9752	eV
max |F|	1.0	eV/Å

Last column: Mulliken charge in e.
Positions of all 38 atoms, in Å:
S: 2.068 2.215 -0.371  -0.201
O: -2.826 1.901 -0.118  -0.642
N: 2.932 -0.504 2.070  -0.586
N: -0.581 1.869 -0.153  0.008
C: -0.701 -1.572 -0.294  -0.150
C: -1.796 1.546 0.400  0.286
C: 2.019 1.455 -2.052  -0.589
C: 0.715 0.452 1.246  -0.246
C: -1.027 -2.727 -0.980  -0.944
C: 1.948 -0.052 1.687  -0.378
C: -1.383 -2.572 1.784  0.947
C: -0.538 -0.185 1.803  0.476
C: 0.636 1.422 0.317  0.399
C: -1.531 -3.812 -0.287  -0.636
C: -1.704 -3.727 1.081  -0.840
C: -0.870 -1.478 1.081  0.283
C: 2.159 3.644 -3.305  -1.149
C: 2.816 2.297 -3.035  -0.571
C: -1.704 0.810 1.717  -0.791
C: -1.589 -2.537 3.270  -1.492
H: 3.822 2.449 -2.640  0.333
H: -2.042 -3.466 3.607  0.414
H: 2.902 1.734 -3.968  0.338
H: -2.241 -1.715 3.561  0.287
H: -1.789 -4.720 -0.810  0.389
H: -0.887 -2.776 -2.049  0.419
H: -0.304 -0.732 -0.845  0.398
H: -1.581 1.584 2.483  0.425
H: -0.586 2.512 -0.935  0.246
H: -0.357 -0.412 2.857  0.737
H: 0.976 1.382 -2.360  0.417
H: 2.755 4.221 -4.007  0.366
H: -0.637 -2.420 3.789  0.349
H: 1.165 3.510 -3.728  0.308
H: -2.099 -4.576 1.621  0.351
H: 2.443 0.456 -1.951  0.357
H: -2.655 0.307 1.896  0.350
H: 2.072 4.214 -2.382  0.332

Atomic forces in eV per Å
S -0.23 -0.18 -0.14
O -0.16 0.04 0.00
N 0.29 -0.19 0.18
N 0.12 0.24 -0.37
C 0.00 -0.01 -0.01
C -0.27 -0.17 0.16
C 0.11 -0.11 0.36
C -0.81 0.49 -0.29
C -0.03 -0.03 -0.08
C 0.58 -0.09 0.05
C -0.03 -0.03 -0.08
C -0.05 0.01 -0.04
C 0.71 -0.04 0.18
C 0.00 -0.04 -0.06
C -0.01 0.00 -0.01
C 0.03 -0.09 0.02
C 0.20 -0.10 0.00
C -0.18 0.15 0.07
C -0.08 -0.05 0.16
C 0.05 0.01 -0.02
H 0.09 -0.07 -0.08
H -0.03 -0.02 0.06
H 0.08 -0.02 0.06
H -0.04 0.05 0.11
H -0.02 -0.08 -0.04
H 0.01 -0.01 -0.09
H 0.07 0.08 -0.04
H -0.02 0.00 -0.02
H -0.07 -0.07 0.16
H -0.05 0.07 -0.12
H 0.00 -0.05 -0.06
H 0.00 0.11 -0.08
H 0.01 0.03 0.11
H -0.11 0.03 -0.03
H -0.03 -0.08 0.07
H -0.11 0.01 -0.07
H 0.04 0.10 -0.05
H -0.06 0.11 0.00